C38H56N9O | ωB97M-V/def2-TZVPD

Last column: Löwdin charge in e.
Positions of all 104 atoms, in Å:
C -0.768 1.987 1.149  -0.091
O -0.090 1.474 0.020  -0.203
C -0.326 0.140 -0.360  -0.217
C 0.737 -0.862 0.146  -0.149
C 1.536 -0.464 1.380  -0.183
C 0.868 -0.602 2.753  -0.178
C 0.151 -1.914 3.027  -0.107
N -1.205 -1.999 2.315  0.174
H -0.057 2.317 1.908  0.085
H -1.437 1.240 1.591  0.078
H -1.359 2.849 0.843  0.090
H -1.354 -0.159 -0.095  0.102
H -0.299 0.133 -1.449  0.110
H 0.279 -1.846 0.296  0.092
H 1.443 -1.026 -0.668  0.106
H 2.432 -1.089 1.396  0.116
H 1.880 0.563 1.260  0.113
H 1.650 -0.527 3.510  0.127
H 0.180 0.218 2.969  0.091
H -0.067 -2.005 4.087  0.129
H 0.727 -2.789 2.735  0.138
H -1.401 -1.130 1.811  0.125
H -1.967 -2.172 2.970  0.173
H -1.237 -2.747 1.620  0.029
N -2.725 -0.710 -4.568  -0.006
C -2.169 0.031 -5.579  -0.105
C -1.633 1.163 -5.011  -0.078
C -1.918 1.101 -3.618  -0.108
C -2.587 -0.060 -3.376  -0.181
H -3.153 -1.612 -4.674  0.119
H -2.187 -0.312 -6.599  0.115
H -1.103 1.942 -5.531  0.098
H -1.654 1.833 -2.872  0.091
H -2.969 -0.484 -2.461  0.096
N -5.723 -1.291 -3.661  0.012
C -5.482 -2.633 -3.575  -0.189
C -6.673 -3.263 -3.321  -0.102
C -7.674 -2.255 -3.274  -0.091
C -7.053 -1.049 -3.477  -0.114
H -5.010 -0.593 -3.793  0.110
H -4.491 -3.041 -3.701  0.098
H -6.813 -4.324 -3.191  0.097
H -8.727 -2.399 -3.100  0.097
H -7.445 -0.047 -3.498  0.115
N 1.503 6.249 -0.989  0.001
C 1.466 4.882 -0.944  -0.131
C 0.156 4.498 -1.055  -0.114
C -0.624 5.684 -1.171  -0.101
C 0.236 6.747 -1.124  -0.129
H 2.335 6.806 -0.908  0.121
H 2.370 4.306 -0.844  0.107
H -0.199 3.482 -1.059  0.060
H -1.694 5.750 -1.279  0.091
H 0.056 7.807 -1.179  0.112
N -3.832 -3.487 -0.693  0.050
C -4.410 -4.370 0.170  -0.087
C -3.480 -4.690 1.125  -0.082
C -2.289 -3.977 0.819  -0.146
C -2.544 -3.241 -0.312  -0.122
H -4.269 -3.068 -1.501  0.110
H -5.427 -4.694 0.037  0.126
H -3.643 -5.356 1.956  0.092
H -1.357 -4.016 1.365  0.094
H -1.915 -2.582 -0.891  0.110
N -1.683 -7.526 2.720  -0.006
C -0.413 -8.016 2.573  -0.146
C -0.147 -8.817 3.650  -0.105
C -1.303 -8.811 4.480  -0.105
C -2.232 -8.006 3.878  -0.145
H -2.139 -6.911 2.072  0.103
H 0.188 -7.761 1.717  0.103
H 0.770 -9.354 3.824  0.094
H -1.436 -9.341 5.407  0.094
H -3.233 -7.741 4.174  0.104
N 3.948 7.397 -3.215  -0.004
C 4.654 7.384 -4.387  -0.138
C 5.767 8.159 -4.213  -0.106
C 5.732 8.664 -2.885  -0.107
C 4.596 8.179 -2.296  -0.154
H 3.079 6.915 -3.068  0.120
H 4.307 6.827 -5.240  0.106
H 6.524 8.349 -4.956  0.092
H 6.454 9.312 -2.419  0.092
H 4.202 8.332 -1.305  0.096
N 4.531 -0.425 -0.551  -0.009
C 4.545 -1.336 -1.575  -0.149
C 5.693 -2.071 -1.460  -0.105
C 6.401 -1.580 -0.327  -0.103
C 5.661 -0.563 0.211  -0.139
H 3.815 0.261 -0.401  0.125
H 3.749 -1.380 -2.298  0.101
H 6.001 -2.865 -2.119  0.093
H 7.350 -1.931 0.043  0.094
H 5.843 0.070 1.062  0.106
N 1.326 2.316 5.445  -0.013
C 2.388 2.836 4.749  -0.153
C 3.394 3.072 5.645  -0.104
C 2.922 2.683 6.929  -0.102
C 1.644 2.224 6.775  -0.139
H 0.441 2.063 5.051  0.126
H 2.337 2.998 3.685  0.097
H 4.360 3.486 5.411  0.094
H 3.460 2.744 7.860  0.095
H 0.938 1.846 7.495  0.106

LUMO in eV: -2.8
Kohn-Sham gap in eV: 6.85
Charge: +1
Largest force on an atom in eV Å⁻¹: 1.7
Highest occupied orbital energy in eV: -9.68